Record 1
The following is a quantum chemistry calculation of an isolated molecule of C4H5ClN2 at a distorted geometry, from OMol25.

Computed properties:
HOMO level (hartree): -0.3469
Gap between HOMO and LUMO (eV): 9.49
LUMO (eV): 0.056
Structure (SMILES): [H]/N=C\CC=C=NCl
Relative energy (zero: lowest compared OMol25 entry of this formula, charge and spin) (kcal/mol): 127.7
Maximum force (Eh/bohr): 0.1127

Geometry as ORCA input:
```
! RIJCOSX wB97M-V def2-TZVPD def2/J DEFGRID3
* xyz 0 1
H -1.230 -1.553 0.346
N -1.483 -0.686 0.924
C -0.648 0.228 0.754
C 0.294 0.435 -0.500
C 0.748 -0.951 -1.011
C -0.061 -1.846 -1.459
N -0.652 -2.735 -2.064
Cl -0.970 -4.319 -1.419
H -0.605 1.137 1.327
H 0.979 0.303 0.290
H 0.635 1.217 -1.118
H 1.731 -1.046 -1.313
*
```

Listed below, in e, are the Löwdin charges computed for each atom: H 0.06; N 0.10; C -0.25; C -0.10; C -0.10; C -0.26; N -0.36; Cl 0.54; H 0.10; H 0.07; H 0.10; H 0.10

Record 2
The following is a quantum chemistry calculation of the ion C4H5ClNS with charge +1 at a distorted geometry, from OMol25.

Computed properties:
HOMO level (alpha / beta) (hartree): -0.4043 / -0.5671
Gap between HOMO and LUMO (alpha / beta) (eV): 7.13 / 7.25
LUMO (alpha / beta) (eV): -3.872 / -8.185
Relative energy (zero: lowest compared OMol25 entry of this formula, charge and spin) (kcal/mol): 0.0
Maximum force (Eh/bohr): 0.0936

Geometry as ORCA input:
```
! RIJCOSX wB97M-V def2-TZVPD def2/J DEFGRID3
* xyz 1 3
C 0.256 -1.213 0.092
C 1.251 -2.145 0.008
C 2.080 0.146 -0.108
C -0.050 1.321 -0.013
N 0.737 0.061 -0.070
S 2.814 -1.441 -0.005
Cl 3.029 1.531 0.034
H -0.854 -1.207 0.171
H 1.181 -3.164 -0.002
H -0.419 1.440 0.921
H 0.363 2.218 -0.532
H -0.934 1.039 -0.509
*
```

Listed below, in e, are the Löwdin charges computed for each atom: C -0.01; C -0.27; C -0.98; C 0.02; N -0.19; S 1.08; Cl 0.82; H 0.18; H 0.06; H 0.07; H 0.12; H 0.09

Record 3
The following is a quantum chemistry calculation of an isolated molecule of C4H5ClO at a distorted geometry, from OMol25.

Computed properties:
HOMO level (hartree): -0.3113
Gap between HOMO and LUMO (eV): 9.44
LUMO (eV): 0.969
Structure (SMILES): C=CO/C=C\Cl
Relative energy (zero: lowest compared OMol25 entry of this formula, charge and spin) (kcal/mol): 34.7
Maximum force (Eh/bohr): 0.0838

Geometry as ORCA input:
```
! RIJCOSX wB97M-V def2-TZVPD def2/J DEFGRID3
* xyz 0 1
C 2.988 -0.783 -0.099
C 2.152 0.238 0.166
O 0.831 0.065 -0.065
C -0.005 1.069 -0.015
C -1.336 0.838 -0.136
Cl -2.172 -0.648 0.062
H 4.019 -0.638 0.079
H 2.616 -1.794 -0.386
H 2.534 1.207 0.605
H 0.443 1.974 -0.109
H -2.120 1.574 -0.230
*
```

Listed below, in e, are the Löwdin charges computed for each atom: C 0.04; C -0.21; O -0.06; C -0.23; C -0.54; Cl 0.61; H 0.03; H 0.08; H 0.14; H 0.09; H 0.05

Record 4
The following is a quantum chemistry calculation of an isolated molecule of C4H5ClO2 at a distorted geometry, from OMol25.

Computed properties:
HOMO level (hartree): -0.3794
Gap between HOMO and LUMO (eV): 10.96
LUMO (eV): 0.633
Structure (SMILES): O=C(O)[C@H]1C[C@H]1Cl
Relative energy (zero: lowest compared OMol25 entry of this formula, charge and spin) (kcal/mol): 6.6
Maximum force (Eh/bohr): 0.1147

Geometry as ORCA input:
```
! RIJCOSX wB97M-V def2-TZVPD def2/J DEFGRID3
* xyz 0 1
O -2.348 -0.931 -0.893
C -1.277 -0.747 -0.248
O -0.947 -1.475 0.860
C -0.424 0.334 -0.583
C 0.288 0.888 0.645
C 1.122 0.233 -0.449
Cl 2.113 -1.208 -0.353
H -0.039 -1.300 1.035
H -0.701 1.037 -1.275
H 0.073 0.338 1.607
H 0.531 1.883 0.767
H 1.609 0.949 -1.113
*
```

Listed below, in e, are the Löwdin charges computed for each atom: O 0.08; C -0.46; O 0.10; C -0.16; C -0.07; C -0.61; Cl 0.65; H 0.03; H 0.12; H 0.14; H 0.08; H 0.10

Record 5
The following is a quantum chemistry calculation of an isolated molecule of C4H5ClO2 at a distorted geometry, from OMol25.

Computed properties:
HOMO level (hartree): -0.3348
Gap between HOMO and LUMO (eV): 9.81
LUMO (eV): 0.697
Structure (SMILES): ClC1[C@H]2OCO[C@H]12
Relative energy (zero: lowest compared OMol25 entry of this formula, charge and spin) (kcal/mol): 111.0
Maximum force (Eh/bohr): 0.0716

Geometry as ORCA input:
```
! RIJCOSX wB97M-V def2-TZVPD def2/J DEFGRID3
* xyz 0 1
Cl -1.011 2.114 1.963
C 0.028 0.837 1.457
C 0.339 0.843 0.003
O 1.043 -0.011 -0.921
C 0.090 -0.905 -1.366
O -1.074 -0.781 -0.556
C -0.469 -0.308 0.581
H 0.590 0.316 2.184
H -0.227 1.631 -0.488
H 0.618 -1.954 -1.290
H -0.288 -0.774 -2.445
H 0.362 -1.008 0.878
*
```

Listed below, in e, are the Löwdin charges computed for each atom: Cl 0.70; C -0.57; C -0.23; O -0.06; C -0.24; O -0.03; C -0.29; H 0.10; H 0.14; H 0.16; H 0.15; H 0.16

Record 6
The following is a quantum chemistry calculation of an isolated molecule of C4H5ClO2S at a distorted geometry, from OMol25.

Computed properties:
HOMO level (hartree): -0.3157
Gap between HOMO and LUMO (eV): 9.10
LUMO (eV): 0.514
Structure (SMILES): C/C(O)=C(\S)C(=O)Cl
Relative energy (zero: lowest compared OMol25 entry of this formula, charge and spin) (kcal/mol): 39.2
Maximum force (Eh/bohr): 0.1040

Geometry as ORCA input:
```
! RIJCOSX wB97M-V def2-TZVPD def2/J DEFGRID3
* xyz 0 1
C 1.938 -0.349 -0.167
C 0.433 -0.596 -0.177
O 0.108 -1.911 -0.213
C -0.353 0.486 -0.133
S 0.201 2.170 -0.118
C -2.120 0.439 0.118
O -2.663 1.428 0.379
Cl -2.898 -1.130 -0.114
H 2.501 -1.160 0.428
H 2.282 0.619 0.221
H 2.163 -0.646 -1.206
H -0.737 -2.013 0.252
H -0.857 2.663 0.729
*
```

Listed below, in e, are the Löwdin charges computed for each atom: C -0.06; C -0.46; O 0.03; C -0.49; S 0.76; C -0.75; O 0.02; Cl 0.70; H 0.11; H 0.05; H 0.09; H 0.05; H -0.06

Record 7
The following is a quantum chemistry calculation of a cluster of 2 separate species, C4H5ClO2S in total at a distorted geometry, from OMol25.

Computed properties:
HOMO level (alpha / beta) (hartree): -0.3190 / -0.3008
Gap between HOMO and LUMO (alpha / beta) (eV): 7.83 / 6.78
LUMO (alpha / beta) (eV): -0.851 / -1.408
Relative energy (zero: lowest compared OMol25 entry of this formula, charge and spin) (kcal/mol): 104.5
Maximum force (Eh/bohr): 0.0677

Geometry as ORCA input:
```
! RIJCOSX wB97M-V def2-TZVPD def2/J DEFGRID3
* xyz 0 1
C -0.501 -0.262 0.216
C 0.276 -0.144 -0.804
C 0.364 0.857 2.444
C -0.101 -0.747 -2.189
O -0.536 0.530 3.139
O 1.463 0.467 -0.844
S -2.137 -0.519 0.779
Cl 1.638 2.132 2.750
H -0.291 0.178 -2.803
H -0.952 -1.431 -2.090
H 0.848 -1.399 -2.452
H 1.579 1.133 -0.151
H -1.651 -0.795 2.003
*
```

Listed below, in e, are the Löwdin charges computed for each atom: C -0.39; C -0.53; C -0.60; C -0.01; O -0.06; O 0.05; S 0.79; Cl 0.50; H 0.10; H 0.07; H 0.13; H 0.09; H -0.13

Record 8
The following is a quantum chemistry calculation of a structure of composition C4H5ClOS at a distorted geometry, from OMol25.

Computed properties:
HOMO level (hartree): -0.3454
Gap between HOMO and LUMO (eV): 8.28
LUMO (eV): -1.117
Relative energy (zero: lowest compared OMol25 entry of this formula, charge and spin) (kcal/mol): 46.8
Maximum force (Eh/bohr): 0.0808

Geometry as ORCA input:
```
! RIJCOSX wB97M-V def2-TZVPD def2/J DEFGRID3
* xyz 0 1
C -0.289 0.196 0.355
C 0.265 -1.163 0.264
C 1.082 0.694 -0.038
C -1.388 0.361 -0.598
H -0.082 -1.796 -0.516
H 0.472 -1.686 1.257
H 1.095 1.372 -0.849
H 1.523 1.151 0.851
H -2.330 -0.087 -0.399
O 1.571 -0.672 -0.285
S -1.131 0.939 -2.151
Cl -0.788 0.692 2.109
*
```

Listed below, in e, are the Löwdin charges computed for each atom: C -0.80; C -0.16; C -0.20; C -0.56; H 0.12; H 0.15; H 0.07; H 0.11; H 0.05; O -0.10; S 0.74; Cl 0.58

Record 9
The following is a quantum chemistry calculation of an isolated molecule of C4H5ClS2 at a distorted geometry, from OMol25.

Computed properties:
HOMO level (hartree): -0.3352
Gap between HOMO and LUMO (eV): 8.18
LUMO (eV): -0.940
Structure (SMILES): S=C1[C@H](S)C[C@@H]1Cl
Relative energy (zero: lowest compared OMol25 entry of this formula, charge and spin) (kcal/mol): 42.8
Maximum force (Eh/bohr): 0.0793

Geometry as ORCA input:
```
! RIJCOSX wB97M-V def2-TZVPD def2/J DEFGRID3
* xyz 0 1
S -1.433 -1.531 -0.186
C -0.589 -0.185 0.030
C -0.344 1.011 -0.711
S 0.105 0.742 -2.369
C 0.824 1.321 0.201
C 0.140 0.424 1.216
Cl 1.253 -0.534 2.228
H -1.209 1.737 -0.748
H -1.242 0.312 -3.009
H 1.026 2.408 0.539
H 1.674 0.843 -0.252
H -0.493 0.974 2.045
*
```

Listed below, in e, are the Löwdin charges computed for each atom: S 0.78; C -0.89; C -0.82; S 0.73; C -0.22; C -0.71; Cl 0.59; H 0.14; H 0.00; H 0.15; H 0.09; H 0.15

Record 10
The following is a quantum chemistry calculation of an isolated molecule of C4H5ClS2 at a distorted geometry, from OMol25.

Computed properties:
HOMO level (hartree): -0.3123
Gap between HOMO and LUMO (eV): 7.77
LUMO (eV): -0.733
Structure (SMILES): C/C(=C/Cl)SC=S
Relative energy (zero: lowest compared OMol25 entry of this formula, charge and spin) (kcal/mol): 61.7
Maximum force (Eh/bohr): 0.1507

Geometry as ORCA input:
```
! RIJCOSX wB97M-V def2-TZVPD def2/J DEFGRID3
* xyz 0 1
C -1.258 -0.180 -0.329
C 0.325 -0.439 -0.402
C 0.986 -0.707 -1.617
Cl 2.618 -0.762 -1.780
S 0.873 -0.706 1.308
C 0.556 0.883 1.975
S -0.247 2.128 1.139
H -1.660 -0.018 -1.319
H -1.721 -0.919 0.289
H -1.398 0.716 0.351
H 0.246 -0.980 -2.545
H 0.679 0.985 2.931
*
```

Listed below, in e, are the Löwdin charges computed for each atom: C -0.18; C -0.62; C -0.68; Cl 0.68; S 0.90; C -0.85; S 0.64; H 0.07; H 0.05; H -0.07; H 0.14; H -0.08

Record 11
The following is a quantum chemistry calculation of an isolated molecule of C4H5ClSSi at a distorted geometry, from OMol25.

Computed properties:
HOMO level (hartree): -0.3387
Gap between HOMO and LUMO (eV): 9.84
LUMO (eV): 0.622
Structure (SMILES): Cl[SiH2]c1cccs1
Relative energy (zero: lowest compared OMol25 entry of this formula, charge and spin) (kcal/mol): 0.0
Maximum force (Eh/bohr): 0.0840

Geometry as ORCA input:
```
! RIJCOSX wB97M-V def2-TZVPD def2/J DEFGRID3
* xyz 0 1
Cl -3.342 -0.441 0.426
Si -1.992 0.568 -0.623
C -0.298 -0.027 -0.069
C 0.729 0.740 0.252
C 1.864 -0.110 0.492
C 1.701 -1.441 0.368
S 0.094 -1.817 -0.097
H -2.482 0.534 -2.045
H -2.089 2.011 -0.167
H 0.529 1.870 0.354
H 2.843 0.330 0.910
H 2.443 -2.216 0.199
*
```

Listed below, in e, are the Löwdin charges computed for each atom: Cl 0.28; Si 0.13; C -0.68; C -0.22; C -0.23; C -0.45; S 0.93; H -0.06; H -0.04; H 0.14; H 0.13; H 0.07

Record 12
The following is a quantum chemistry calculation of a structure of composition C4H5CoO2 at a distorted geometry, from OMol25.

Computed properties:
HOMO level (alpha / beta) (hartree): -0.4987 / -0.4991
Gap between HOMO and LUMO (alpha / beta) (eV): 7.53 / 6.64
LUMO (alpha / beta) (eV): -6.041 / -6.946
Relative energy (zero: lowest compared OMol25 entry of this formula, charge and spin) (kcal/mol): 0.0
Maximum force (Eh/bohr): 0.0523

Geometry as ORCA input:
```
! RIJCOSX wB97M-V def2-TZVPD def2/J DEFGRID3
* xyz 1 4
H 1.873 1.768 1.868
O 1.661 0.885 1.551
C 0.283 0.821 1.251
C 0.024 -0.246 0.268
C -0.306 -1.471 -0.015
H -0.081 1.778 0.836
H -0.317 0.616 2.155
H -0.597 -2.461 0.322
C -0.131 -0.552 -1.258
O -1.192 -0.010 -1.929
Co -2.036 -0.551 -3.230
H 0.819 -0.576 -1.817
*
```

Listed below, in e, are the Löwdin charges computed for each atom: H 0.10; O -0.03; C -0.20; C -0.07; C 0.13; H 0.14; H 0.14; H 0.12; C -0.27; O -0.19; Co 0.99; H 0.14